No. 1
ORCA calculation (wB97M-V/def2-TZVPD) on a cluster of 13 separate species, C51H100O39 in total in a non-equilibrium geometry.

Element x y z (Å)
C (1.927, 4.184, -0.681)
C (0.747, 5.163, -0.559)
O (-0.183, 4.703, -1.515)
C (0.155, 3.505, -1.986)
O (-0.491, 2.843, -2.739)
O (1.423, 3.230, -1.611)
H (2.303, 3.803, 0.269)
H (2.780, 4.663, -1.162)
H (1.128, 6.140, -0.863)
H (0.401, 5.318, 0.462)
C (-3.330, 2.691, 8.080)
C (-4.326, 2.316, 7.030)
O (-4.039, 3.094, 5.868)
C (-4.486, 2.706, 4.697)
O (-5.097, 1.705, 4.446)
O (-4.164, 3.650, 3.811)
C (-4.679, 3.475, 2.500)
H (-3.235, 3.776, 8.155)
H (-2.333, 2.287, 7.890)
H (-3.565, 2.342, 9.086)
H (-5.356, 2.518, 7.339)
H (-4.344, 1.256, 6.780)
H (-4.621, 4.335, 1.843)
H (-5.712, 3.132, 2.567)
H (-4.109, 2.699, 1.982)
C (-3.159, 4.488, -2.101)
C (-3.832, 4.937, -0.820)
O (-2.913, 5.083, 0.274)
C (-2.076, 6.117, 0.309)
O (-1.745, 6.809, -0.632)
O (-1.593, 6.224, 1.520)
C (-0.823, 7.354, 1.881)
H (-2.583, 3.603, -1.839)
H (-2.607, 5.293, -2.583)
H (-3.930, 4.340, -2.863)
H (-4.618, 4.248, -0.512)
H (-4.347, 5.891, -0.966)
H (0.026, 7.497, 1.206)
H (-0.393, 7.194, 2.864)
H (-1.407, 8.265, 1.761)
C (0.070, -4.998, 8.670)
C (0.853, -5.006, 7.371)
O (0.774, -3.666, 6.873)
C (1.277, -3.417, 5.673)
O (2.071, -4.129, 5.105)
O (0.870, -2.231, 5.270)
C (1.430, -1.557, 4.184)
H (0.676, -4.507, 9.441)
H (-0.106, -5.987, 9.090)
H (-0.814, -4.362, 8.691)
H (0.434, -5.667, 6.611)
H (1.879, -5.322, 7.558)
H (1.293, -2.122, 3.256)
H (2.518, -1.448, 4.224)
H (0.896, -0.614, 4.086)
C (8.873, 1.308, 1.606)
C (7.697, 0.352, 1.354)
O (6.480, 1.043, 1.323)
C (5.687, 1.055, 2.380)
O (5.869, 0.577, 3.474)
O (4.532, 1.589, 2.024)
C (3.450, 1.605, 2.930)
H (9.066, 2.111, 0.899)
H (9.779, 0.698, 1.662)
H (8.751, 1.698, 2.620)
H (7.696, -0.428, 2.119)
H (7.944, -0.151, 0.419)
H (2.984, 0.618, 2.957)
H (2.653, 2.257, 2.574)
H (3.784, 1.935, 3.912)
C (-1.238, 1.912, 0.910)
C (-0.286, 0.924, 1.554)
O (0.857, 0.721, 0.696)
C (1.293, -0.549, 0.529)
O (0.845, -1.577, 0.934)
O (2.408, -0.548, -0.185)
C (2.953, 0.597, -0.819)
H (-0.764, 2.850, 0.598)
H (-1.937, 2.276, 1.665)
H (-1.733, 1.553, 0.007)
H (-0.850, 0.076, 1.936)
H (0.170, 1.437, 2.408)
H (2.842, 1.484, -0.200)
H (2.394, 0.744, -1.746)
H (3.996, 0.468, -1.099)
C (8.134, 1.093, -4.544)
C (7.318, 1.558, -3.362)
O (7.301, 0.650, -2.257)
C (6.519, -0.415, -2.430)
O (5.769, -0.621, -3.344)
O (6.778, -1.256, -1.439)
C (5.912, -2.335, -1.140)
H (7.616, 0.301, -5.090)
H (9.129, 0.723, -4.298)
H (8.219, 1.890, -5.285)
H (6.274, 1.694, -3.646)
H (7.653, 2.562, -3.106)
H (5.840, -2.428, -0.059)
H (6.204, -3.240, -1.670)
H (4.884, -2.158, -1.468)
C (-4.815, 0.521, -5.556)
C (-3.696, -0.481, -5.760)
O (-2.669, -0.288, -4.802)
C (-2.578, -1.096, -3.757)
O (-3.147, -2.148, -3.601)
O (-1.757, -0.543, -2.880)
C (-1.177, -1.331, -1.867)
H (-5.287, 0.224, -4.616)
H (-5.629, 0.535, -6.277)
H (-4.354, 1.506, -5.471)
H (-3.294, -0.424, -6.773)
H (-4.078, -1.502, -5.709)
H (-0.564, -2.151, -2.248)
H (-1.955, -1.696, -1.197)
H (-0.446, -0.706, -1.356)
C (2.047, -3.122, -2.520)
C (2.761, -4.336, -3.049)
O (4.054, -4.068, -3.626)
C (4.111, -4.133, -4.954)
O (3.155, -4.070, -5.698)
O (5.369, -4.220, -5.316)
C (5.662, -4.098, -6.704)
H (1.601, -2.474, -3.275)
H (2.625, -2.580, -1.778)
H (1.192, -3.653, -2.086)
H (2.125, -4.800, -3.803)
H (2.883, -5.076, -2.258)
H (6.730, -4.220, -6.875)
H (5.444, -3.078, -7.015)
H (5.178, -4.831, -7.345)
C (-3.871, -1.984, 6.331)
C (-2.423, -1.943, 5.805)
O (-1.914, -0.625, 6.001)
C (-2.086, 0.291, 5.082)
O (-2.536, 0.165, 3.967)
O (-1.535, 1.422, 5.511)
C (-1.899, 2.655, 4.874)
H (-4.283, -2.927, 5.967)
H (-4.463, -1.176, 5.909)
H (-3.878, -1.933, 7.418)
H (-2.370, -2.226, 4.753)
H (-1.896, -2.748, 6.314)
H (-1.982, 2.533, 3.798)
H (-1.118, 3.339, 5.192)
H (-2.859, 2.994, 5.263)
C (1.210, -1.625, -6.271)
C (0.007, -0.658, -6.208)
O (0.365, 0.555, -6.876)
C (1.175, 1.430, -6.297)
O (1.694, 2.344, -6.877)
O (1.365, 1.143, -5.013)
C (2.172, 1.977, -4.220)
H (0.974, -2.440, -5.590)
H (2.048, -1.010, -5.945)
H (1.424, -1.948, -7.287)
H (-0.354, -0.567, -5.185)
H (-0.785, -1.131, -6.788)
H (2.856, 1.439, -3.570)
H (1.548, 2.640, -3.616)
H (2.755, 2.681, -4.817)
C (-2.163, -6.751, -3.873)
C (-1.493, -5.383, -3.748)
O (-0.950, -5.096, -2.466)
C (-1.775, -4.569, -1.561)
O (-2.913, -4.243, -1.732)
O (-1.099, -4.484, -0.424)
C (-1.600, -3.836, 0.713)
H (-2.162, -7.074, -4.911)
H (-3.177, -6.719, -3.477)
H (-1.599, -7.464, -3.267)
H (-2.263, -4.642, -3.975)
H (-0.713, -5.284, -4.500)
H (-1.124, -4.201, 1.624)
H (-2.656, -4.081, 0.862)
H (-1.411, -2.766, 0.637)
C (-8.304, -0.976, 1.672)
C (-7.506, -0.289, 0.601)
O (-6.351, -1.074, 0.315)
C (-5.488, -0.804, -0.644)
O (-4.584, -1.524, -0.956)
O (-5.708, 0.408, -1.171)
C (-4.572, 1.051, -1.771)
H (-8.923, -0.231, 2.178)
H (-7.679, -1.447, 2.428)
H (-9.027, -1.708, 1.309)
H (-7.195, 0.691, 0.979)
H (-8.089, -0.003, -0.277)
H (-4.856, 2.086, -1.944)
H (-4.309, 0.518, -2.675)
H (-3.808, 1.069, -0.992)

For the HOMO energy, the calculation gives -9.94 eV. The maximum force comes out at 0.08865 hartree/bohr. The total energy comes out at -134358.601 eV. The value obtained for the molar mass is 1337.32 g/mol. As for the total charge: 0.

=====

No. 2
ORCA calculation (wB97M-V/def2-TZVPD) on a cluster of 2 separate species, C5H6O2 in total.

Element x y z (Å)
C (1.163, -0.954, -0.306)
C (0.002, -0.617, 0.614)
C (-1.320, -0.114, 0.094)
C (-1.315, -1.333, 0.522)
H (0.810, -1.168, -1.321)
H (1.704, -1.837, 0.054)
H (1.881, -0.128, -0.360)
H (0.330, -0.270, 1.601)
H (-1.862, 0.713, -0.343)
H (-1.854, -2.252, 0.691)
O (1.196, 2.358, 0.014)
C (0.153, 2.650, -0.414)
O (-0.888, 2.953, -0.844)

For the HOMO energy, the calculation gives -9.54 eV. The maximum force comes out at 0.01619 hartree/bohr. The total energy comes out at -9375.338 eV. The value obtained for the molar mass is 98.10 g/mol. Its SMILES is CC1C=C1.O=C=O. As for the total charge: 0.

=====

No. 3
ORCA calculation (wB97M-V/def2-TZVPD) on a cluster of 2 separate species, C2H2O3S in total in a non-equilibrium geometry.

Element x y z (Å)
C (-2.567, -0.411, -0.294)
C (-1.409, -0.120, -0.207)
O (2.430, 1.277, 0.324)
O (2.742, -1.124, 0.520)
O (-0.137, 0.210, -0.149)
S (2.492, -0.001, -0.336)
H (-3.561, -0.722, -0.379)
H (0.010, 0.892, 0.521)

For the HOMO energy, the calculation gives -10.02 eV. The maximum force comes out at 0.02036 hartree/bohr. The total energy comes out at -19081.039 eV. The value obtained for the molar mass is 106.10 g/mol. As for the total charge: 0.

=====

No. 4
ORCA calculation (wB97M-V/def2-TZVPD) on a structure of composition C5H7NO in a non-equilibrium geometry.

Element x y z (Å)
O (-0.106, -1.747, 1.885)
C (-0.055, -1.630, 0.675)
C (-0.097, -0.278, 0.052)
C (0.430, 0.113, -1.331)
N (0.119, 1.471, -0.725)
C (0.747, 0.856, 0.618)
C (-1.152, 0.785, -0.175)
H (0.281, -2.574, 0.236)
H (1.492, -0.021, -1.552)
H (-0.207, -0.160, -2.182)
H (1.619, -0.099, 1.282)
H (0.424, 1.479, 1.459)
H (-1.602, 1.285, 0.689)
H (-1.893, 0.521, -0.932)

For the HOMO energy, the calculation gives -9.24 eV. The maximum force comes out at 0.08779 hartree/bohr. The total energy comes out at -8829.555 eV. The value obtained for the molar mass is 97.12 g/mol. As for the total charge: 0.

=====

No. 5
ORCA calculation (wB97M-V/def2-TZVPD) on an isolated molecule of CH3ClN2O2 in a non-equilibrium geometry.

Element x y z (Å)
C (-0.291, -0.028, -0.031)
N (-0.898, 0.882, 0.921)
N (-0.437, 1.657, 1.672)
O (-0.958, 2.439, 2.419)
O (1.159, 1.770, 1.641)
Cl (1.699, 2.941, 2.699)
H (-0.863, -0.943, -0.216)
H (-0.362, 0.481, -0.892)
H (0.833, -0.304, 0.282)

For the HOMO energy, the calculation gives -10.38 eV. The maximum force comes out at 0.09895 hartree/bohr. The total energy comes out at -20676.875 eV. The value obtained for the molar mass is 110.50 g/mol. Its SMILES is C/N=[N+](/[O-])OCl. As for the total charge: 0.

=====

Relative energy (zero: lowest compared OMol25 entry of this formula, charge and spin) for every record listed, in sequence, given in kcal/mol: 0.0, 40.5, 78.5, 153.3, 94.3.